DFT (wB97M-V/def2-TZVPD) results for a 17-piece molecular cluster, C65H96O51 overall at a distorted geometry.

XYZ file:
```
212
Properties=species:S:1:pos:R:3
C 3.564 3.217 -5.040
H 3.537 -1.083 1.255
H 5.444 -3.700 4.137
O 5.186 0.175 4.811
O 4.916 4.592 0.159
H 6.983 5.427 3.460
H -6.117 -3.364 3.521
O -3.171 6.481 2.546
H 5.253 5.083 4.126
C 1.401 3.520 2.600
H -2.471 -0.079 1.249
C -2.357 7.484 3.166
H -6.185 -5.020 3.322
C -3.621 3.866 0.437
H -0.626 7.150 1.984
C 5.914 -3.217 3.280
H 0.029 -0.927 -7.384
O 4.586 6.380 1.677
H 2.583 3.671 -4.902
C 5.363 3.346 -3.087
H -0.681 6.101 3.201
O 0.229 5.434 -3.952
H 3.531 -2.580 -4.684
O 3.242 4.983 4.899
O -5.167 6.655 1.360
H 3.984 -4.909 1.330
H 3.407 7.717 3.217
H -3.891 -2.487 3.107
C -2.668 8.799 2.532
H -2.951 6.460 -2.567
H 1.300 -6.521 2.131
H 4.354 7.220 4.583
C -4.403 -7.756 -2.888
H -5.853 1.008 3.639
O -1.635 -0.764 -4.228
H -0.191 -0.382 1.511
C 0.720 5.773 -2.655
H -8.084 -2.471 -2.689
H 1.588 3.047 1.636
H -3.766 -2.221 1.445
C 1.282 -2.228 4.591
H -4.788 -0.259 3.311
H 3.447 -3.526 2.289
H 2.026 -6.135 -0.172
O -7.090 -0.071 -3.236
O 6.351 -3.704 0.973
O 3.377 2.018 -5.777
C -6.195 0.859 -3.494
H -4.009 -5.168 -1.892
C 0.374 -0.439 -5.306
C -4.218 7.092 1.965
C 4.430 7.668 3.592
H -2.458 -7.131 -3.676
H -2.726 7.449 4.190
C 0.836 -7.146 1.368
H -4.507 1.771 5.471
H -2.394 4.845 -2.624
O 2.121 -8.049 -0.280
C -3.416 -6.714 -3.367
C 3.464 -0.211 1.905
H 1.621 -2.247 7.553
O -4.233 -1.405 5.776
H 2.459 0.150 1.685
C -0.884 0.233 -4.946
C -3.165 -5.532 -2.478
H -2.411 -5.937 -1.803
H -0.285 7.879 3.592
C 4.505 0.940 1.611
H 0.426 0.709 -7.059
C 4.197 -3.869 1.576
O 0.400 1.145 0.100
C 0.092 4.099 -4.097
H -6.039 -0.306 5.645
C 4.708 0.308 3.691
H -4.280 1.379 2.876
H 4.965 3.804 -2.181
H -3.914 -8.663 -2.533
C -5.065 -7.079 -4.866
O 4.692 1.335 -4.090
C -3.312 5.433 -2.622
H 5.720 -5.097 2.429
C 2.106 -8.894 0.861
H 4.651 8.735 3.629
C 1.443 2.367 3.660
H -2.396 1.182 0.010
H 1.771 1.416 3.243
C 2.061 -1.761 6.681
O -4.516 3.170 -0.354
C -0.480 0.146 0.603
C 5.417 6.788 2.767
H 5.750 4.060 -3.813
H 3.130 -1.579 6.793
C 5.552 -3.066 -0.029
H -4.793 -7.194 -2.039
H 4.761 -4.860 -5.354
C -5.145 -1.101 -3.469
C 4.183 2.619 -3.701
C -4.258 0.750 5.180
O 2.986 -9.711 1.100
C 5.700 0.588 0.741
H -2.821 9.559 3.298
C 2.728 4.171 4.240
H 0.071 -5.579 -1.372
H -5.155 -1.747 -4.347
C -2.961 -1.017 5.285
H 4.516 -6.050 -4.150
C 5.901 5.483 3.345
O 0.406 -0.535 -1.458
H -1.672 1.471 1.689
O 2.864 -2.309 -2.730
C 0.691 -0.310 -6.776
O -5.128 -3.960 0.655
H 3.306 2.412 -3.088
C -6.451 -3.876 0.515
H 6.204 7.439 2.388
O 2.409 4.415 2.939
C 1.178 -0.619 6.194
O 4.433 0.020 -5.993
H -4.306 3.164 -2.307
H 1.803 0.264 6.322
H 1.555 4.043 -1.560
O -2.917 0.360 5.101
O -6.605 2.031 -3.645
H 3.097 -5.426 -5.061
O 0.755 -1.079 4.906
C 5.609 -4.070 2.082
H -3.902 5.164 -3.498
H -0.598 1.134 -4.403
C -4.736 3.804 -1.536
H -4.994 5.731 -1.309
C 3.870 -4.243 -3.369
C 0.635 4.446 -1.983
H 1.736 -0.328 -7.087
H -4.215 -5.054 2.098
H -5.022 0.059 7.068
O 5.690 4.626 2.314
H 6.130 2.571 -3.077
H 1.718 6.206 -2.586
O 2.337 2.937 4.591
O 2.594 -4.442 -2.711
H -2.727 -4.779 -3.132
C 4.137 1.024 -5.349
C -1.892 0.770 0.884
H -0.835 -6.844 -0.604
C 4.968 5.159 1.281
H -0.125 4.466 -1.202
H 4.156 3.931 -5.613
C 2.163 -3.308 -2.147
O -3.928 8.460 1.943
H 0.030 -7.291 -1.904
H 4.764 -2.261 -3.588
C 0.955 0.746 -1.052
C -1.172 -1.936 -4.625
H -1.542 -0.951 -0.805
C 1.332 -6.972 -0.085
O 1.672 1.479 -1.689
O 0.065 -1.743 -4.991
O 4.227 -3.107 0.427
O 1.170 -2.730 3.461
H 6.446 1.372 0.619
H 5.319 0.548 -0.279
O -6.900 -3.625 -0.586
O -7.006 -4.045 1.705
H 0.393 3.935 2.593
C -6.383 -1.214 -2.742
O -2.132 -1.852 4.927
H 3.945 1.827 1.314
O -3.885 -6.458 -4.667
H 6.994 -3.261 3.414
O -0.160 3.586 -5.233
C -7.117 -2.519 -3.189
C -4.711 -4.096 1.943
C 0.132 -6.619 -1.052
C -0.526 -0.965 -0.411
H -2.703 -3.383 2.279
H -7.318 -2.588 -4.258
O 5.090 1.253 2.812
H 0.294 -0.594 6.831
O -5.067 0.330 -3.758
C -4.787 0.782 3.634
H -6.319 -1.062 -1.664
O -5.333 -7.883 -3.829
H 0.060 6.501 -2.183
H 4.600 -4.406 -2.576
H -5.771 4.055 -1.770
C -5.018 -0.242 6.021
O 0.200 3.477 -2.952
O -5.723 -6.943 -5.835
H -4.276 -1.468 -2.922
H -6.450 -3.341 -2.929
C 4.047 -5.171 -4.591
C -4.104 5.106 -1.382
C -5.968 -4.119 2.748
H 5.637 -2.168 3.179
H 6.296 -0.312 0.889
O 1.455 -3.058 -1.169
O -3.036 3.636 1.446
O -3.230 4.954 -0.272
C 3.794 -2.754 -3.641
O 1.182 -8.528 1.676
C -0.891 7.158 3.042
H -0.247 -7.123 1.493
H 0.412 2.329 4.011
O 5.934 -2.576 -1.122
H 1.151 -0.040 -4.654
C -3.729 -3.029 2.175
O 3.796 -0.505 3.226
O -1.810 -2.968 -4.477
O 2.057 -2.652 5.569
H -0.494 -2.008 -0.097
H -2.029 9.282 1.792
H -1.590 0.499 -5.732
```

Summary:
HOMO level: -10.14 eV
calculated total energy: -6371.557426 Eh